1.
Here is a molecular structure, C16H21AuBrN2OS3 in a non-equilibrium geometry from the Open Molecules 2025 dataset. Energies are from ωB97M-V with the def2-TZVPD basis set.

Properties
Charge: +2
Energy relative to the best compared isomer or geometry (same formula, charge and spin): 1.613 eV
2S+1: 2
Electronic energy: -4710.61667 hartree
Largest force on an atom: 2.9 eV Å⁻¹

```
45
C16H21AuBrN2OS3, DFT ωB97M-V with the def2-TZVPD basis set
Au 0.28 -0.86 -0.56
C -2.15 4.10 -1.00
C -0.72 3.86 -1.49
S 0.25 2.57 -0.65
C 0.34 3.14 1.09
C -0.92 2.75 1.85
S -1.69 1.30 1.01
C -3.45 1.52 1.49
C -4.01 2.66 0.66
S -3.18 2.58 -0.98
H -2.62 4.79 -1.70
H -2.15 4.55 -0.01
H -0.16 4.80 -1.40
H -0.70 3.56 -2.54
H 0.51 4.22 1.10
H 1.22 2.64 1.49
H -1.65 3.55 1.86
H -0.70 2.48 2.88
H -3.53 1.68 2.56
H -3.91 0.58 1.22
H -3.85 3.65 1.10
H -5.08 2.54 0.50
Br -1.70 -3.47 -0.67
C -0.66 -3.45 0.91
C -0.54 -4.59 1.68
C 0.25 -4.55 2.81
C 0.86 -3.34 3.16
C 0.67 -2.24 2.34
N -0.06 -2.29 1.23
H -1.06 -5.49 1.38
H 0.38 -5.43 3.42
H 1.47 -3.25 4.04
H 1.12 -1.29 2.58
O -1.40 -0.47 -1.95
N -1.01 -0.31 -3.19
C -0.01 -1.15 -3.65
C 0.73 -0.79 -4.74
C 0.44 0.38 -5.44
C -0.66 1.16 -5.01
C -1.33 0.82 -3.88
H 0.11 -2.07 -3.12
H 1.55 -1.42 -5.06
H 1.01 0.67 -6.31
H -0.96 2.03 -5.57
H -2.16 1.37 -3.48
```


2.
Here is a molecular structure, C18H15N6O4Pt in a non-equilibrium geometry from the Open Molecules 2025 dataset. Energies are from ωB97M-V with the def2-TZVPD basis set.

Properties
Charge: +3
2S+1: 5
Electronic energy: -1442.45172 hartree
Largest force on an atom: 3.5 eV Å⁻¹

```
44
C18H15N6O4Pt, DFT ωB97M-V with the def2-TZVPD basis set
Pt 0.38 -0.13 -0.99
N 2.39 2.19 2.88
C 1.28 2.78 3.53
C 0.15 2.27 2.90
N 0.54 1.53 1.80
C 1.89 1.52 1.79
C 2.65 0.79 0.80
N 2.25 -0.01 -0.24
C 3.40 -0.70 -0.66
C 4.41 -0.47 0.19
N 3.98 0.55 1.01
H 3.35 2.33 3.20
H 1.43 3.45 4.40
H -0.90 2.32 3.17
H 3.32 -1.38 -1.48
H 5.40 -0.89 0.18
H 4.62 0.90 1.75
C 1.70 4.03 -2.89
C 0.73 4.03 -1.88
C 0.27 2.77 -1.48
N 0.78 1.57 -1.94
C 1.69 1.65 -2.93
C 2.07 2.85 -3.53
H 2.10 4.98 -3.31
H 0.30 4.96 -1.49
H -0.61 2.62 -0.90
H 2.07 0.70 -3.27
H 2.69 2.87 -4.45
O -0.18 -1.95 -0.27
C -1.37 -1.76 -0.69
O -1.54 -0.78 -1.49
C -2.36 -2.61 -0.13
C -1.90 -3.48 0.88
C -2.87 -4.40 1.43
C -4.17 -4.35 1.00
C -4.63 -3.34 0.14
C -3.70 -2.44 -0.47
N -6.01 -3.23 0.01
O -6.48 -2.18 -0.57
O -6.74 -4.22 0.47
H -0.90 -3.37 1.23
H -2.59 -5.23 2.11
H -4.94 -5.02 1.38
H -3.97 -1.73 -1.20
```


3.
Here is a single C5H11N3 molecule in a non-equilibrium geometry from the Open Molecules 2025 dataset. Energies are from ωB97M-V with the def2-TZVPD basis set.

Properties
Energy relative to the best compared isomer or geometry (same formula, charge and spin): 4.407 eV
2S+1: 1
Electronic energy: -361.22743 hartree
Largest force on an atom: 7.2 eV Å⁻¹

```
19
C5H11N3, DFT ωB97M-V with the def2-TZVPD basis set
H -2.40 0.43 2.09
N -1.40 0.24 1.57
C -1.11 0.79 0.45
N -1.63 1.71 -0.53
N 0.25 0.57 0.09
C 0.64 -0.32 -0.90
C -0.37 -0.99 -1.74
C 0.74 -0.74 0.46
C 2.03 -0.55 1.18
H -0.86 2.57 -0.45
H -2.46 2.10 -0.38
H 1.47 -0.06 -1.61
H 0.17 -1.65 -2.51
H -1.08 -1.78 -1.08
H -1.00 -0.13 -2.26
H -0.16 -1.27 0.92
H 2.94 -1.31 1.60
H 2.52 0.38 0.88
H 1.70 -0.01 2.22
```


4.
Here is 6 unconnected molecules or ions with the total composition C18H21BrClF5NO15 in a non-equilibrium geometry from the Open Molecules 2025 dataset. Energies are from ωB97M-V with the def2-TZVPD basis set.

Properties
Charge: -1
Energy relative to the best compared isomer or geometry (same formula, charge and spin): 3.647 eV
2S+1: 1
Electronic energy: -5415.37443 hartree
Largest force on an atom: 5.2 eV Å⁻¹

```
62
C18H21BrClF5NO15, DFT ωB97M-V with the def2-TZVPD basis set
C 6.15 2.84 4.86
C 5.58 3.08 3.32
C 6.16 1.99 2.23
Br 4.61 1.01 1.41
N 6.95 2.80 1.19
Cl 7.29 1.83 -0.19
H 5.59 3.56 5.59
H 5.87 1.70 5.12
H 7.30 3.03 4.97
H 5.73 4.21 2.96
H 4.41 2.87 3.39
H 6.90 1.25 2.74
C 1.90 -2.26 0.70
C 1.39 -0.89 1.03
O 0.55 -1.11 2.13
C 1.07 -2.20 2.77
O 0.78 -2.52 3.91
O 1.95 -2.87 1.97
F 0.64 -0.40 0.01
H 1.22 -2.82 0.06
H 2.88 -2.23 0.24
H 2.17 -0.18 1.29
C -0.66 2.13 -3.49
C 0.76 2.38 -3.87
O 1.47 1.39 -3.15
C 0.60 0.35 -3.02
O 0.93 -0.78 -2.70
O -0.69 0.73 -3.30
F 1.17 3.59 -3.44
H -0.94 2.63 -2.55
H -1.36 2.43 -4.27
H 0.96 2.27 -4.94
C -3.78 -0.44 -5.24
C -5.24 -0.15 -5.35
O -5.31 1.25 -5.17
C -4.13 1.73 -5.64
O -3.92 2.90 -5.90
O -3.20 0.74 -5.78
F -5.92 -0.75 -4.35
H -3.45 -0.57 -4.21
H -3.49 -1.32 -5.82
H -5.68 -0.42 -6.31
C -1.91 -4.45 0.36
C -1.10 -3.58 -0.54
O -1.64 -3.85 -1.82
C -2.94 -4.19 -1.59
O -3.80 -4.22 -2.46
O -3.17 -4.48 -0.28
F 0.20 -3.96 -0.54
H -1.51 -5.47 0.43
H -1.98 -4.04 1.37
H -1.18 -2.51 -0.32
C -2.43 0.28 5.02
C -2.25 0.25 3.54
O -3.16 1.23 3.09
C -3.24 2.14 4.10
O -3.70 3.26 3.99
O -2.74 1.63 5.27
F -2.63 -0.94 3.03
H -3.26 -0.35 5.36
H -1.52 -0.03 5.55
H -1.24 0.50 3.21
```


5.
Here is a molecular structure, C34H37F3IrN4O4Te in a non-equilibrium geometry from the Open Molecules 2025 dataset. Energies are from ωB97M-V with the def2-TZVPD basis set.

Properties
2S+1: 2
Electronic energy: -2509.79110 hartree
Largest force on an atom: 2.0 eV Å⁻¹

```
84
C34H37F3IrN4O4Te, DFT ωB97M-V with the def2-TZVPD basis set
Ir 0.97 -1.61 -2.08
C 1.95 -1.46 2.08
C 1.13 -2.45 2.61
C 0.20 -3.07 1.80
C 0.11 -2.70 0.46
N 0.88 -1.72 -0.02
C 1.79 -1.12 0.76
C -0.70 -3.35 -0.55
C -1.74 -4.24 -0.27
C -2.34 -4.94 -1.30
C -1.92 -4.73 -2.61
C -0.94 -3.79 -2.89
C -0.31 -3.11 -1.86
H 2.71 -0.98 2.68
H 1.23 -2.74 3.65
H -0.42 -3.86 2.18
H 2.39 -0.36 0.28
H -2.09 -4.37 0.75
H -3.13 -5.65 -1.09
H -2.36 -5.30 -3.42
H -0.65 -3.60 -3.92
F 5.21 -3.26 -0.33
C 4.95 -2.94 -1.61
F 5.05 -4.05 -2.34
F 5.90 -2.10 -2.01
C 3.56 -2.31 -1.73
O 2.56 -3.07 -1.77
O 3.46 -1.07 -1.82
N 3.17 -0.23 -4.44
C 2.17 -0.97 -4.93
N 1.95 -0.92 -6.26
O 1.40 -1.67 -4.23
H 3.78 0.31 -5.04
H 3.39 -0.31 -3.45
H 2.64 -0.55 -6.90
H 1.25 -1.53 -6.63
C -1.12 0.06 -4.38
C -0.87 0.66 -3.00
O -1.38 1.79 -2.76
N -0.19 -0.05 -2.13
Te -0.24 1.57 -0.24
C -1.39 0.51 1.20
C -0.96 0.47 2.54
C 0.29 1.15 3.06
C -1.72 -0.24 3.47
C -2.87 -0.92 3.11
C -3.69 -1.67 4.13
C -3.26 -0.89 1.77
C -2.55 -0.18 0.81
C -3.04 -0.19 -0.61
C -0.04 3.39 0.95
C -1.12 4.00 1.58
C -2.55 3.56 1.36
C -0.88 5.06 2.46
C 0.40 5.53 2.70
C 0.68 6.62 3.70
C 1.46 4.96 1.99
C 1.26 3.90 1.10
C 2.45 3.34 0.37
H -2.00 0.52 -4.83
H -1.24 -1.02 -4.30
H -0.25 0.26 -5.02
H 1.06 1.21 2.29
H 0.68 0.59 3.91
H 0.07 2.17 3.40
H -1.39 -0.26 4.50
H -3.15 -1.76 5.07
H -3.94 -2.67 3.77
H -4.63 -1.15 4.33
H -4.16 -1.41 1.47
H -4.07 -0.54 -0.65
H -2.42 -0.84 -1.23
H -3.00 0.81 -1.05
H -2.64 3.03 0.41
H -3.22 4.42 1.34
H -2.88 2.89 2.15
H -1.72 5.53 2.97
H -0.24 6.96 4.18
H 1.16 7.47 3.22
H 1.35 6.26 4.48
H 2.46 5.34 2.13
H 3.33 3.97 0.52
H 2.26 3.28 -0.70
H 2.69 2.33 0.71
```


Which of these has the highest largest force on an atom? C5H11N3